(1)
C5H7N | ωB97M-V with the def2-TZVPD basis set

Element x y z (Å)
C -1.023 0.925 0.152
C -0.905 -0.566 -0.179
C -0.265 0.508 -1.032
N 1.112 -0.030 -0.762
C 1.385 -0.168 0.686
C 0.510 -1.133 0.021
H -0.653 1.347 1.073
H -2.029 1.258 -0.117
H -1.871 -0.926 0.105
H -0.455 0.875 -2.035
H 0.959 0.515 1.414
H 2.412 -0.452 0.883
H 0.824 -2.153 -0.210

Its total charge is 0. For the energy above the lowest of the compared OMol25 structures with the same formula, charge and spin, the calculation gives 97.4 kcal/mol. For the strongest force on any atom, the calculation gives 0.03343 hartree/bohr. The SMILES is C1[C@H]2[C@@H]1N1C[C@@H]21. For the calculated total energy, the calculation gives -6784.287 eV. Its spin multiplicity is 1.

(2)
C2H3NO2 | ωB97M-V with the def2-TZVPD basis set

Element x y z (Å)
C 0.919 0.445 1.121
C -1.241 -0.238 -1.374
N 0.795 1.343 1.893
O 1.200 -0.313 0.242
O -0.288 -1.131 -1.687
H -2.194 -0.655 -1.824
H 0.257 1.270 2.837
H 0.553 -0.722 -1.207

Its total charge is 0. For the energy above the lowest of the compared OMol25 structures with the same formula, charge and spin, the calculation gives 82.2 kcal/mol. For the strongest force on any atom, the calculation gives 0.07666 hartree/bohr. For the calculated total energy, the calculation gives -7704.280 eV. Its spin multiplicity is 1.